1.
Computed, not measured: a molecular structure, C26H35F3N4O4S3, with the ωB97M-V functional and the def2-TZVPD basis.

The geometry in XYZ format:
```
75
Properties=species:S:1:pos:R:3:mulliken_charge:R:1
C 1.307 -0.396 3.765 -1.60
C 0.843 0.716 2.846 1.49
C 0.814 2.052 3.524 -1.55
N -0.547 0.489 2.390 1.30
N -1.468 1.333 2.778 -1.30
N -2.652 0.770 2.431 1.18
C -3.821 1.491 2.993 0.16
C -4.246 2.671 2.131 -1.52
C -3.347 1.979 4.356 -1.54
C -2.480 -0.441 1.810 -0.48
C -3.679 -1.405 1.784 2.25
C -3.272 -2.719 1.120 -2.31
C -4.782 -0.737 0.953 -1.45
C -4.149 -1.748 3.207 -1.52
C -1.083 -0.544 1.639 1.23
C -0.237 -1.410 0.830 -1.89
H 2.394 -0.279 3.895 0.42
H 0.775 -0.354 4.722 0.37
H 1.123 -1.383 3.331 0.38
H 1.481 0.704 1.966 -0.46
H 1.805 2.278 3.920 0.48
H 0.532 2.811 2.798 0.33
H 0.062 2.072 4.323 0.31
H -4.657 0.793 3.106 0.30
H -5.173 3.104 2.555 0.38
H -3.465 3.442 2.151 0.40
H -4.418 2.353 1.091 0.34
H -4.148 2.444 4.945 0.42
H -2.985 1.140 4.951 0.39
H -2.515 2.688 4.264 0.35
H -2.452 -3.207 1.673 0.40
H -4.144 -3.390 1.114 0.57
H -2.988 -2.543 0.070 0.39
H -5.218 0.134 1.455 0.23
H -4.377 -0.429 -0.017 0.34
H -5.572 -1.468 0.770 0.47
H -4.648 -0.922 3.712 0.30
H -4.862 -2.578 3.179 0.47
H -3.304 -2.045 3.841 0.33
H -0.843 -2.338 0.658 0.42
H 0.723 -1.554 1.400 0.13
F -1.270 -0.293 -1.893 -0.22
C -0.171 -0.926 -2.467 0.70
F -0.613 -1.909 -3.288 -0.24
F 0.473 0.000 -3.246 -0.19
S 0.760 -1.555 -1.044 0.26
N 2.664 -1.247 -2.127 -0.35
S 3.509 -2.556 -2.751 1.16
C 3.927 -1.941 -4.389 0.15
C 3.639 -2.697 -5.532 -0.27
C 4.107 -2.274 -6.776 -0.53
C 4.850 -1.098 -6.890 -0.42
C 5.093 -0.322 -5.752 -0.69
C 4.663 -0.767 -4.500 -0.39
O 4.763 -2.744 -2.062 -0.64
O 2.596 -3.649 -2.960 -0.68
S 3.390 -0.222 -0.996 1.03
C 2.395 1.218 -1.258 0.38
C 2.801 2.150 -2.219 -0.40
C 1.985 3.244 -2.489 -0.68
C 0.847 3.483 -1.695 -0.71
C 0.536 2.617 -0.622 -0.42
C 1.274 1.449 -0.469 0.22
O 3.200 -0.730 0.339 -0.60
O 4.722 0.119 -1.424 -0.68
H 3.051 -3.602 -5.432 0.46
H 3.867 -2.863 -7.653 0.38
H 5.236 -0.780 -7.853 0.37
H 5.622 0.630 -5.823 0.38
H 4.886 -0.197 -3.600 0.43
H 3.743 2.011 -2.746 0.47
H 2.223 3.935 -3.310 0.37
H 0.206 4.355 -1.884 0.36
H -0.257 2.871 0.102 0.38
H 0.958 0.716 0.274 -0.26
```

The calculation puts the maximum force at 2.4 eV/A. Its total energy is -3025.696692 hartree. The energy above the lowest of the compared OMol25 structures with the same formula, charge and spin is 0.0 kcal/mol. For the gap between HOMO and LUMO, the calculation gives 6.843 eV.

2.
Computed, not measured: 2 unconnected molecules or ions with the total composition C26H35FNSi, with the ωB97M-V functional and the def2-TZVPD basis.

The geometry in XYZ format:
```
64
Properties=species:S:1:pos:R:3:mulliken_charge:R:1
F -3.513 -0.752 -1.665 -0.31
C -3.131 -0.050 -0.547 0.37
C -4.032 0.861 -0.001 -0.46
C -3.652 1.550 1.165 -0.51
C -2.464 1.240 1.806 -0.93
C -1.588 0.239 1.287 1.21
C -0.507 -0.140 2.118 -0.47
C 0.566 -1.054 1.935 1.00
C 1.737 -0.848 2.732 -0.65
C 2.831 -1.694 2.642 -0.68
C 2.827 -2.761 1.729 -0.35
C 1.691 -2.969 0.932 -0.84
C 0.557 -2.176 1.066 0.09
C -1.873 -0.297 -0.006 -0.57
H -4.981 1.053 -0.507 0.49
H -4.290 2.335 1.561 0.44
H -2.176 1.740 2.733 0.39
H -0.439 0.437 3.055 0.29
H 1.738 0.004 3.411 0.38
H 3.703 -1.518 3.267 0.40
H 3.703 -3.407 1.624 0.40
H 1.696 -3.757 0.183 0.43
H -0.358 -2.424 0.524 0.14
H -1.146 -0.906 -0.533 0.71
C -7.691 -3.750 5.841 -1.82
C -6.231 -3.271 5.699 1.27
C -6.217 -2.048 4.779 -1.93
Si -4.913 -4.607 5.357 -0.80
C -3.640 -4.623 6.783 1.15
C -3.918 -3.639 7.935 -1.82
C -2.152 -4.507 6.412 -1.54
C -5.794 -6.301 5.250 1.09
C -5.476 -7.297 6.382 -1.74
C -5.731 -7.044 3.906 -1.57
N -3.964 -4.359 3.816 0.97
C -2.960 -5.239 3.424 -0.66
C -2.288 -4.743 2.309 -1.17
C -2.963 -3.553 1.920 -0.47
C -3.961 -3.326 2.863 -0.63
H -8.328 -2.893 6.107 0.47
H -8.077 -4.157 4.898 0.38
H -7.820 -4.505 6.625 0.38
H -5.921 -2.915 6.695 0.11
H -6.914 -1.293 5.171 0.51
H -5.230 -1.577 4.714 0.39
H -6.558 -2.311 3.769 0.37
H -3.791 -5.640 7.183 0.19
H -3.177 -3.800 8.730 0.48
H -3.817 -2.597 7.604 0.36
H -4.911 -3.769 8.381 0.37
H -1.568 -4.534 7.346 0.50
H -1.797 -5.328 5.781 0.33
H -1.929 -3.558 5.908 0.27
H -6.846 -5.997 5.382 0.19
H -6.137 -8.173 6.293 0.46
H -4.443 -7.663 6.323 0.34
H -5.633 -6.875 7.382 0.36
H -6.426 -7.897 3.957 0.48
H -6.032 -6.425 3.053 0.32
H -4.729 -7.445 3.710 0.32
H -2.789 -6.144 3.988 0.69
H -1.433 -5.195 1.830 0.49
H -2.748 -2.919 1.068 0.58
H -4.666 -2.507 2.934 0.34
```

The calculation puts the maximum force at 1.6 eV/A. Its total energy is -1455.576849 hartree. The total charge is +1. The energy above the lowest of the compared OMol25 structures with the same formula, charge and spin is 0.0 kcal/mol. For the gap between HOMO and LUMO, the calculation gives 4.226 eV.

3.
Computed, not measured: a molecular structure, C26H35GeN6NiO2PS2, with the ωB97M-V functional and the def2-TZVPD basis.

The geometry in XYZ format:
```
74
Properties=species:S:1:pos:R:3:mulliken_charge:R:1
Ni -16.844 -7.406 -8.559 -0.98
N -17.957 -8.244 -7.081 -0.20
C -19.328 -8.122 -7.467 -0.02
C -20.370 -8.754 -6.852 -0.78
C -21.660 -8.636 -7.469 -0.45
C -21.912 -7.743 -8.479 -0.98
C -20.858 -6.943 -8.991 0.68
C -20.970 -6.057 -10.095 -0.78
C -19.876 -5.408 -10.654 -0.84
C -18.594 -5.729 -10.143 -0.20
N -18.468 -6.592 -9.110 0.40
C -19.568 -7.173 -8.523 0.62
H -17.774 -7.719 -6.197 0.25
H -17.621 -9.218 -6.965 0.40
H -20.167 -9.455 -6.026 0.37
H -22.447 -9.282 -7.062 0.35
H -22.876 -7.708 -8.982 0.36
H -21.974 -5.972 -10.572 0.26
H -19.982 -4.651 -11.443 0.38
H -17.675 -5.359 -10.601 0.41
C -14.883 -6.093 -4.737 -1.33
Ge -15.052 -5.520 -6.598 0.86
C -16.258 -3.983 -6.518 -1.26
C -13.274 -4.766 -7.000 -1.38
C -15.099 -7.203 -7.840 -1.46
H -14.453 -5.281 -4.166 0.43
H -14.205 -6.934 -4.654 0.40
H -15.823 -6.355 -4.251 0.39
H -15.720 -3.032 -6.374 0.40
H -16.950 -4.107 -5.679 0.38
H -16.821 -3.930 -7.434 0.40
H -12.823 -4.339 -6.137 0.49
H -13.396 -4.012 -7.796 0.33
H -12.648 -5.573 -7.356 0.33
H -14.696 -8.055 -7.309 0.73
O -13.322 -14.770 -10.356 -0.67
S -13.607 -13.462 -10.902 1.12
O -12.487 -12.733 -11.478 -0.65
N -14.391 -12.411 -9.886 -0.49
C -15.688 -12.237 -10.166 0.20
S -16.723 -11.267 -9.230 -0.41
C -16.042 -12.882 -11.482 0.56
C -17.261 -12.885 -12.164 -0.57
C -17.334 -13.482 -13.404 -0.54
C -16.227 -14.113 -13.978 -0.33
C -15.031 -14.229 -13.282 -0.74
C -14.975 -13.560 -12.069 0.11
H -18.109 -12.352 -11.710 0.41
H -18.293 -13.514 -13.924 0.37
H -16.316 -14.551 -14.978 0.36
H -14.166 -14.748 -13.639 0.46
C -12.166 -7.520 -11.128 -0.74
N -12.758 -8.870 -10.710 0.12
C -13.641 -9.448 -11.792 -0.14
N -14.694 -8.517 -12.124 0.27
C -14.087 -7.241 -12.540 -0.89
N -13.239 -6.633 -11.540 0.15
C -13.975 -6.088 -10.402 -0.97
P -14.877 -7.510 -9.537 2.36
C -13.539 -8.786 -9.409 -1.29
C -15.697 -8.389 -11.093 -0.66
H -11.473 -7.739 -11.941 0.34
H -11.660 -7.075 -10.260 0.41
H -11.977 -9.535 -10.611 0.41
H -14.000 -10.422 -11.430 -0.32
H -12.976 -9.646 -12.662 0.30
H -14.926 -6.534 -12.757 0.41
H -13.520 -7.371 -13.467 0.28
H -14.747 -5.349 -10.738 0.26
H -13.302 -5.547 -9.734 0.43
H -14.030 -9.738 -9.174 0.30
H -12.890 -8.509 -8.600 0.48
H -16.557 -7.747 -11.406 0.44
H -16.072 -9.399 -10.850 -0.08
```

The calculation puts the maximum force at 2.4 eV/A. Its total energy is -6213.540714 hartree. The multiplicity is 3. The energy above the lowest of the compared OMol25 structures with the same formula, charge and spin is 0.0 kcal/mol. For the gap between HOMO and LUMO (alpha / beta), the calculation gives 4.237 / 7.311 eV.

4.
Computed, not measured: a molecular structure, C26H35MgO2S4Sb2, with the ωB97M-V functional and the def2-TZVPD basis.

The geometry in XYZ format:
```
70
Properties=species:S:1:pos:R:3:mulliken_charge:R:1
Mg -2.557 -0.757 -0.766 1.15
S -4.020 -2.195 3.158 -0.70
Sb -2.385 -2.718 1.657 0.75
S -1.169 -0.649 1.147 -0.65
S -3.386 -2.953 -0.528 -0.68
S -0.912 -4.406 2.038 -0.69
C -4.303 -0.148 -3.333 -1.01
C -3.045 -0.657 -4.005 -0.43
O -2.070 -1.009 -3.031 -0.17
C -1.040 -1.836 -3.570 -0.32
C -0.020 -2.131 -2.497 -0.88
H -5.025 0.158 -4.088 0.46
H -4.074 0.709 -2.695 0.11
H -4.738 -0.939 -2.719 0.19
H -2.630 0.112 -4.669 0.32
H -3.282 -1.541 -4.605 0.41
H -0.573 -1.308 -4.411 0.32
H -1.494 -2.757 -3.949 0.35
H 0.410 -1.199 -2.128 -0.05
H 0.777 -2.749 -2.908 0.45
H -0.479 -2.663 -1.661 0.25
C 6.817 -1.078 -0.052 -0.39
C 6.294 -1.165 1.230 -0.63
C 4.923 -1.066 1.438 -0.28
C 4.042 -0.879 0.373 0.42
C 4.588 -0.824 -0.909 -0.46
C 5.956 -0.904 -1.125 -0.66
Sb 1.838 -0.946 0.568 1.23
C 1.939 -0.778 2.710 0.29
C 2.649 0.233 3.355 -0.39
C 2.727 0.267 4.740 -0.76
C 2.115 -0.725 5.497 -0.43
C 1.420 -1.743 4.860 -0.60
C 1.326 -1.765 3.475 -0.47
C 1.715 1.180 0.085 0.48
C 2.055 1.604 -1.198 -0.36
C 2.041 2.949 -1.542 -0.69
C 1.695 3.904 -0.597 -0.50
C 1.327 3.496 0.677 -0.66
C 1.314 2.146 1.005 -0.36
H 7.885 -1.158 -0.215 0.35
H 6.960 -1.317 2.073 0.37
H 4.539 -1.134 2.448 0.31
H 3.929 -0.728 -1.767 0.17
H 6.351 -0.841 -2.134 0.36
H 3.158 0.994 2.775 0.60
H 3.272 1.066 5.229 0.38
H 2.184 -0.699 6.578 0.36
H 0.949 -2.528 5.438 0.44
H 0.750 -2.555 3.000 0.08
H 2.343 0.878 -1.949 0.09
H 2.312 3.249 -2.548 0.39
H 1.710 4.956 -0.858 0.37
H 1.045 4.235 1.419 0.37
H 0.973 1.843 1.988 0.47
C -5.691 -0.200 0.411 -0.81
C -5.084 1.178 0.290 -0.30
O -3.775 1.119 -0.289 -0.24
C -3.207 2.415 -0.443 -0.53
C -1.782 2.315 -0.939 -0.45
H -6.684 -0.118 0.854 0.42
H -5.086 -0.832 1.064 -0.02
H -5.786 -0.677 -0.565 0.18
H -5.005 1.638 1.280 0.31
H -5.705 1.829 -0.342 0.30
H -3.231 2.940 0.518 0.41
H -3.825 2.982 -1.154 0.35
H -1.168 1.790 -0.210 -0.30
H -1.366 3.311 -1.086 0.49
H -1.734 1.775 -1.892 0.13
```

The calculation puts the maximum force at 0.8 eV/A. Its total energy is -3435.725042 hartree. The total charge is -1. The energy above the lowest of the compared OMol25 structures with the same formula, charge and spin is 9.8 kcal/mol. For the gap between HOMO and LUMO, the calculation gives 6.223 eV.

Which value of maximum force does entry 2 give? 1.6 eV/A